Entry 1:
Density functional theory data (ωB97M-V with the def2-TZVPD basis set) for a 2-piece molecular cluster, C2H6FN overall.

```
10
Properties=species:S:1:pos:R:3:forces:R:3
C -0.930 1.235 -0.293 0.8 -2.1 2.0
C 0.059 -0.870 0.546 2.8 6.6 -0.8
N 1.186 -0.951 -0.286 -2.9 -3.2 1.0
F 0.393 -0.287 1.725 0.1 -0.6 0.5
H -1.761 1.588 0.226 -2.3 -0.2 0.0
H -0.859 0.809 -1.232 -0.2 -0.1 -1.8
H -0.200 1.843 0.130 2.2 0.6 0.0
H -0.662 -1.571 0.673 -1.7 -2.4 -0.3
H 0.943 -1.561 -1.040 0.6 0.0 -0.7
H 1.830 -0.237 -0.449 0.5 1.4 -0.1
```
Forces are in eV/Å.

The calculation puts the gap between HOMO and LUMO (spin up / spin down) at 8.655 / 8.158 eV. The calculation puts the HOMO energy (spin up / spin down) at -0.2802 / -0.2634 Eh.

Entry 2:
Density functional theory data (ωB97M-V with the def2-TZVPD basis set) for one molecule with the formula CH5OP.

```
8
Properties=species:S:1:pos:R:3:forces:R:3
C -0.914 0.050 0.160 -0.2 -0.6 0.9
O 1.512 -1.171 0.544 -0.3 0.3 -0.6
P 0.847 -0.010 -0.122 -1.0 -4.2 -0.5
H -1.050 -0.123 1.253 -0.1 0.2 -0.8
H -1.359 1.008 -0.130 -0.1 -0.4 -0.2
H -1.298 -0.854 -0.385 0.1 1.1 0.4
H 0.798 0.037 -1.532 0.5 0.0 -0.1
H 1.464 1.062 0.212 1.3 3.5 0.8
```
Forces are in eV/Å.

The calculation puts the gap between HOMO and LUMO at 11.207 eV. The calculation puts the HOMO energy at -0.3771 Eh. The SMILES is C[PH2]=O.

Entry 3:
Density functional theory data (ωB97M-V with the def2-TZVPD basis set) for one molecule with the formula C6H13N3.

```
22
Properties=species:S:1:pos:R:3:forces:R:3
C -0.547 -1.953 -0.314 -0.2 -0.8 -0.1
C 1.925 0.548 1.110 0.8 0.2 0.5
C -1.272 1.664 0.820 -0.3 0.5 0.3
C -0.159 -0.560 0.077 -1.1 -3.2 -0.6
C 1.290 -0.181 -0.039 -1.4 2.1 0.6
C -1.128 0.550 -0.184 2.7 0.6 0.7
N 2.209 -0.971 -0.871 -1.0 0.4 0.5
N -2.228 0.386 -1.124 0.9 -0.5 0.9
N 0.258 0.449 -0.880 -0.4 1.1 -3.0
H 1.768 -1.084 -1.785 -0.1 -0.1 0.3
H 3.041 -0.416 -1.066 -0.1 0.0 0.4
H -2.583 -0.565 -1.141 0.2 0.1 -0.1
H -3.009 1.005 -0.929 0.4 -0.1 0.1
H -0.705 -2.060 -1.393 0.0 0.0 0.1
H 0.229 -2.667 -0.020 -0.1 0.1 -0.1
H -1.469 -2.245 0.200 0.0 0.0 -0.1
H 1.421 1.478 1.382 -0.2 -0.2 -0.2
H 1.940 -0.073 2.011 0.0 0.0 -0.2
H 2.965 0.822 0.901 0.0 -0.1 -0.1
H -1.234 1.272 1.841 0.0 0.1 -0.1
H -0.486 2.415 0.698 -0.1 -0.2 0.0
H -2.227 2.189 0.708 0.1 -0.1 0.0
```
Forces are in eV/Å.

The calculation puts the gap between HOMO and LUMO at 9.355 eV. The calculation puts the HOMO energy at -0.3064 Eh. The SMILES is C[C@]12N([C@]1(C)N)[C@@]2(C)N.

Entry 4:
Density functional theory data (ωB97M-V with the def2-TZVPD basis set) for C3H3BrCl2 as an isolated structure.

```
9
Properties=species:S:1:pos:R:3:forces:R:3
C 0.126 0.052 -0.259 -0.3 -1.6 -3.2
C -0.969 0.700 -0.548 -1.7 0.9 -1.3
C -3.596 -0.051 0.977 -1.9 1.3 0.3
Cl -1.910 1.607 0.713 1.9 -0.3 -1.2
Cl -2.980 -1.535 1.327 1.0 -1.4 0.0
Br -4.143 0.089 -0.867 -0.3 -0.4 -0.3
H 0.515 -0.661 -1.124 -0.3 1.7 2.4
H 0.430 0.192 0.716 1.5 -0.5 1.8
H -1.423 0.682 -1.581 0.2 0.3 1.6
```
Forces are in eV/Å.

The calculation puts the gap between HOMO and LUMO at 8.188 eV. The calculation puts the HOMO energy at -0.3165 Eh.

Entry 5:
Density functional theory data (ωB97M-V with the def2-TZVPD basis set) for C3H12N4O2 as an isolated structure.

```
21
Properties=species:S:1:pos:R:3:forces:R:3
C 1.757 1.883 -0.128 -0.6 -0.2 0.5
C 1.224 -1.502 -0.825 -0.9 -0.2 -0.1
C 0.659 -0.573 0.220 2.2 2.3 -0.1
O 0.794 0.998 -0.620 -0.2 -2.3 0.1
O 1.063 -0.563 1.366 -0.9 0.0 -0.4
H 2.325 2.333 -0.951 0.0 -0.1 0.1
H 2.435 1.421 0.604 0.0 0.0 -0.2
H 1.234 2.691 0.406 0.3 0.3 0.1
H 1.282 -2.517 -0.429 -0.1 0.0 0.0
H 2.224 -1.169 -1.090 -0.1 0.2 0.1
H 0.594 -1.491 -1.710 0.2 -0.1 -0.2
N -1.125 -0.515 0.209 -0.7 3.3 0.3
N -1.643 -1.212 1.300 0.1 0.3 -1.0
N -1.919 -0.673 -0.933 0.0 -0.4 -0.3
N -1.432 1.247 0.671 -0.7 -1.2 1.8
H -0.918 -1.210 2.014 0.1 0.2 0.0
H -2.469 -0.705 1.630 0.3 -0.1 -0.1
H -2.398 -1.573 -0.992 0.4 0.1 0.6
H -1.345 -0.569 -1.762 0.1 0.3 0.2
H -0.585 1.720 0.985 0.6 -1.1 0.1
H -1.756 1.981 0.036 -0.1 -1.3 -1.4
```
Forces are in eV/Å.

The calculation puts the gap between HOMO and LUMO at 8.863 eV. The calculation puts the HOMO energy at -0.3161 Eh.

Entry 6:
Density functional theory data (ωB97M-V with the def2-TZVPD basis set) for C4H11N2 as an isolated structure.

```
17
Properties=species:S:1:pos:R:3:forces:R:3
C 0.111 1.604 -0.122 -1.6 1.1 1.3
C -1.048 0.700 -0.670 -0.3 0.9 -0.4
C -0.499 -0.715 -1.088 -1.4 1.6 1.3
C 0.584 -2.318 0.544 -4.1 0.4 -0.4
N 0.214 -1.158 0.086 2.7 -1.6 -0.2
N 0.634 1.041 1.191 0.8 -0.3 -1.4
H 0.853 1.481 -0.853 1.6 0.1 -0.6
H -0.114 2.736 -0.026 0.0 -2.0 -0.2
H -1.408 1.190 -1.604 0.0 -0.2 0.8
H -1.857 0.726 0.090 0.2 -0.6 -0.7
H 0.167 -0.531 -1.970 0.0 -0.5 1.0
H -1.207 -1.479 -1.321 -1.0 -0.1 -0.6
H -0.267 -3.052 0.848 1.8 0.3 -1.5
H 1.619 -2.498 0.680 0.9 0.0 1.6
H 1.582 1.335 1.434 -0.1 -0.1 -0.5
H 0.502 -0.205 0.744 1.8 0.5 0.0
H 0.134 1.143 2.037 -1.4 0.6 0.6
```
Forces are in eV/Å.

The calculation puts the gap between HOMO and LUMO at 8.777 eV. The calculation puts the HOMO energy at -0.5150 Eh. As for the total charge: +1.

Entry 7:
Density functional theory data (ωB97M-V with the def2-TZVPD basis set) for C31H48AuF2N3OP as an isolated structure.

```
87
Properties=species:S:1:pos:R:3:forces:R:3
Au 0.382 -1.104 -1.671 -1.4 0.5 -0.4
F 3.237 -0.996 -6.202 -0.3 0.0 0.2
C 2.059 -1.254 -5.657 -0.3 -0.2 -0.1
C 1.898 -1.025 -4.288 0.4 0.3 1.2
C 0.700 -1.328 -3.698 -0.2 -0.5 -0.9
C -0.384 -1.825 -4.433 -0.6 -0.1 0.2
C -0.172 -2.044 -5.808 0.3 0.1 0.3
F -1.142 -2.565 -6.554 0.2 0.2 0.3
C 1.034 -1.778 -6.423 0.2 0.1 0.1
C -1.620 -2.145 -3.732 -0.5 -0.1 -0.9
C -2.836 -2.466 -4.344 0.2 0.0 0.2
C -3.920 -2.838 -3.568 0.1 0.1 0.3
C -3.783 -2.879 -2.188 0.2 0.1 -0.1
C -2.570 -2.488 -1.646 -0.3 -0.1 0.9
N -1.538 -2.132 -2.391 1.7 0.8 -0.1
H 2.728 -0.623 -3.728 0.2 0.1 0.0
H 1.162 -1.988 -7.472 0.0 0.0 -0.2
H -2.950 -2.428 -5.413 0.1 0.0 -0.1
H -4.858 -3.092 -4.037 -0.1 0.0 0.0
H -4.595 -3.194 -1.550 0.0 0.0 0.1
H -2.405 -2.465 -0.579 -0.1 0.0 0.1
N 4.639 -5.418 -0.936 0.2 -0.2 -0.3
C 3.545 -4.715 -0.212 -0.8 0.6 0.3
C 2.856 -3.646 -1.086 0.4 -0.3 -0.2
N 1.787 -2.953 -0.391 -0.2 0.3 0.0
H 5.124 -6.076 -0.308 0.0 0.1 -0.2
H 5.334 -4.752 -1.299 0.0 -0.2 0.1
H 4.274 -5.962 -1.732 0.2 0.1 0.2
H 3.969 -4.247 0.680 0.1 -0.2 -0.1
H 2.810 -5.459 0.103 0.2 -0.1 0.0
H 2.427 -4.107 -1.978 0.1 0.0 -0.1
H 3.582 -2.898 -1.407 0.1 0.0 -0.1
H 2.145 -2.462 0.423 -0.1 0.1 0.1
H 1.077 -3.610 -0.081 -0.1 0.1 0.1
O 0.572 0.766 -0.362 1.4 -2.0 -2.9
P -0.238 1.219 0.815 -2.0 0.7 2.7
C 0.001 3.049 1.056 -0.3 -0.7 -0.3
C -0.500 3.589 2.394 -0.2 0.1 0.4
C -0.077 5.047 2.564 -0.3 0.1 -0.2
C 1.437 5.177 2.664 0.3 0.5 0.1
C 2.168 4.017 2.002 0.2 -0.3 0.1
C 1.441 3.498 0.768 0.4 0.1 -0.2
C 0.308 0.106 2.218 0.0 0.8 -1.1
C -0.289 0.281 3.616 -0.3 0.4 0.4
C 0.779 0.603 4.663 -0.1 -0.4 -0.1
C 1.833 -0.506 4.686 0.1 0.3 0.2
C 2.322 -0.877 3.277 0.3 0.2 -0.1
C 1.840 0.130 2.234 0.0 -0.5 0.1
C -2.032 0.873 0.438 1.1 0.2 -0.3
C -2.292 1.410 -0.980 -0.2 -0.3 0.0
C -3.770 1.243 -1.314 0.1 0.1 -0.5
C -4.651 2.088 -0.394 -0.1 0.5 0.1
C -3.891 2.552 0.850 -0.2 -0.4 0.0
C -3.090 1.380 1.421 -0.1 0.4 0.6
H -0.641 3.446 0.259 0.0 0.0 0.1
H -0.070 3.019 3.220 -0.1 -0.1 0.1
H -1.587 3.528 2.452 0.0 -0.1 0.1
H -0.549 5.479 3.450 0.0 -0.1 -0.1
H -0.455 5.614 1.707 0.0 0.0 0.0
H 1.748 5.250 3.711 -0.1 -0.1 -0.1
H 1.745 6.126 2.214 0.0 -0.1 0.0
H 2.280 3.206 2.731 0.0 0.0 0.0
H 3.181 4.319 1.728 -0.1 -0.1 0.0
H 2.003 2.685 0.304 0.1 0.1 -0.1
H 1.404 4.315 0.043 0.0 -0.1 -0.1
H 0.006 -0.871 1.810 0.0 0.0 0.0
H -0.784 -0.648 3.910 -0.1 0.0 0.0
H -1.055 1.059 3.634 0.0 -0.1 0.0
H 0.312 0.671 5.645 0.0 0.1 0.0
H 1.247 1.567 4.463 0.0 0.1 0.0
H 1.416 -1.385 5.173 0.0 -0.1 0.1
H 2.671 -0.166 5.296 0.0 -0.1 0.0
H 1.950 -1.870 3.008 0.0 -0.1 -0.1
H 3.412 -0.917 3.257 0.0 -0.1 0.0
H 2.219 -0.117 1.238 0.1 0.1 0.0
H 2.220 1.120 2.483 0.0 0.1 -0.1
H -2.066 -0.225 0.389 0.0 -0.1 0.1
H -1.665 0.876 -1.698 0.0 0.1 -0.1
H -2.023 2.465 -1.044 0.0 0.0 -0.1
H -4.039 0.186 -1.239 0.0 -0.1 0.0
H -3.934 1.530 -2.355 0.0 -0.1 0.0
H -5.536 1.523 -0.104 0.0 0.0 0.1
H -5.013 2.976 -0.916 0.0 -0.1 -0.1
H -4.607 2.912 1.589 0.1 0.0 0.1
H -3.231 3.388 0.608 0.0 0.0 0.0
H -3.787 0.574 1.657 0.0 0.0 0.0
H -2.637 1.686 2.366 -0.1 -0.2 0.0
```
Forces are in eV/Å.

The calculation puts the gap between HOMO and LUMO at 4.577 eV. The calculation puts the HOMO energy at -0.6025 Eh. As for the total charge: +3.

Entry 8:
Density functional theory data (ωB97M-V with the def2-TZVPD basis set) for a 2-piece molecular cluster, C3H11NOP overall.

```
17
Properties=species:S:1:pos:R:3:forces:R:3
C -1.212 -0.682 -2.550 2.7 0.0 -1.9
C -0.841 -1.049 0.270 -2.1 -0.1 1.7
C 0.092 -0.385 -1.837 -0.7 -1.0 0.1
N 0.179 -0.445 -0.535 0.2 0.5 -1.6
O 1.129 -0.067 -2.567 -1.7 -0.3 -2.4
P 1.592 1.416 2.542 -0.6 -0.4 -0.6
H -1.824 -1.420 -2.207 -1.1 -2.4 1.4
H -1.126 -0.886 -3.643 0.5 0.2 0.7
H -1.789 0.163 -2.475 -1.4 2.4 0.2
H -0.715 -2.173 0.294 -0.4 1.2 -0.3
H -0.672 -0.710 1.356 -0.5 -0.3 -1.8
H -1.894 -0.704 -0.138 2.1 -0.9 1.3
H 0.923 0.037 -0.061 0.7 0.0 0.2
H 0.737 1.743 3.582 -0.6 -0.3 0.5
H 0.769 -0.219 -3.542 1.7 0.8 2.5
H 1.858 2.756 2.446 0.4 1.0 -0.5
H 2.666 1.206 3.366 0.7 -0.3 0.5
```
Forces are in eV/Å.

The calculation puts the gap between HOMO and LUMO at 9.820 eV. The calculation puts the HOMO energy at -0.4997 Eh. As for the total charge: +1.

Entry 9:
Density functional theory data (ωB97M-V with the def2-TZVPD basis set) for C26H31N7O4SSbSe4Y as an isolated structure.

```
75
Properties=species:S:1:pos:R:3:forces:R:3
Y 0.799 -0.760 0.417 0.0 0.1 0.1
C 3.129 1.681 0.240 0.0 0.0 0.0
N 1.690 1.601 0.584 0.0 0.0 0.0
C 1.508 1.978 1.999 0.0 0.0 0.0
C 2.143 0.943 2.898 0.0 0.0 0.0
C 2.741 1.282 4.097 0.0 0.0 0.0
C 3.291 0.275 4.878 0.0 0.0 0.0
C 3.230 -1.035 4.430 0.0 0.0 0.0
C 2.608 -1.294 3.224 0.0 0.0 0.0
N 2.074 -0.326 2.468 0.0 0.0 0.0
C 0.893 2.465 -0.305 0.1 0.0 0.0
C 0.722 1.845 -1.668 0.0 0.0 0.0
C 0.713 2.627 -2.809 0.0 0.0 0.0
C 0.503 2.023 -4.041 0.0 0.0 0.0
C 0.317 0.652 -4.091 0.0 0.0 0.0
C 0.352 -0.061 -2.906 0.0 0.0 0.0
N 0.541 0.514 -1.712 0.0 0.0 0.0
C 3.637 0.614 -0.694 0.0 0.0 0.0
C 4.700 0.893 -1.534 0.0 0.0 0.0
C 5.283 -0.140 -2.253 0.0 0.0 0.0
C 4.782 -1.420 -2.102 0.0 0.0 0.0
C 3.694 -1.611 -1.269 0.0 0.0 0.0
N 3.113 -0.617 -0.581 -0.1 0.0 0.1
H 3.365 2.672 -0.160 0.0 0.0 0.0
H 3.703 1.574 1.162 0.0 0.0 0.0
H 1.923 2.970 2.209 0.0 0.0 0.0
H 0.434 2.024 2.193 0.0 0.0 0.0
H 2.783 2.317 4.410 0.0 0.0 0.0
H 3.765 0.514 5.820 0.0 0.0 0.0
H 3.648 -1.850 5.002 0.0 0.0 0.0
H 2.522 -2.312 2.858 0.0 0.0 0.0
H -0.093 2.607 0.139 0.0 0.0 0.0
H 1.351 3.455 -0.403 0.0 0.0 0.0
H 0.872 3.694 -2.733 0.0 0.0 0.0
H 0.494 2.616 -4.946 0.0 0.0 0.0
H 0.154 0.133 -5.024 0.0 0.0 0.0
H 0.223 -1.135 -2.906 0.0 0.0 0.0
H 5.078 1.904 -1.607 0.0 0.0 0.0
H 6.119 0.053 -2.911 0.0 0.0 0.0
H 5.213 -2.263 -2.622 0.0 0.0 0.0
H 3.257 -2.592 -1.148 0.0 0.0 0.0
C -4.004 2.218 2.873 0.0 0.0 0.0
C -2.661 1.582 2.546 0.0 0.0 0.0
S -2.577 0.919 0.904 0.0 0.0 0.1
O -3.055 1.875 -0.057 0.0 0.0 0.0
O -1.189 0.466 0.722 0.0 0.0 -0.1
C -3.653 -0.504 0.930 0.0 0.0 0.0
C -4.394 -0.754 -0.378 0.0 0.0 0.0
N -3.575 -1.332 -1.445 -0.1 0.0 0.0
C -3.261 -0.748 -2.618 0.0 0.0 0.0
N -2.544 -1.560 -3.413 0.1 0.0 0.0
C -2.382 -2.700 -2.752 -0.1 0.0 0.0
C -3.033 -2.612 -1.521 0.1 0.0 0.0
N -3.117 -3.549 -0.546 -0.1 0.0 0.0
O -2.440 -4.653 -0.849 0.0 0.0 0.0
O -3.723 -3.431 0.480 0.0 0.0 0.0
C -3.671 0.617 -3.021 0.0 0.0 0.0
H -3.935 2.699 3.847 0.0 0.0 0.0
H -4.805 1.482 2.933 0.0 0.0 0.0
H -4.268 2.972 2.135 0.0 0.0 0.0
H -2.386 0.761 3.214 0.0 0.0 0.0
H -1.853 2.317 2.559 0.0 0.0 0.0
H -4.398 -0.285 1.697 0.0 0.0 0.0
H -3.047 -1.345 1.274 0.0 0.0 0.0
H -4.801 0.179 -0.761 0.0 0.0 0.0
H -5.222 -1.430 -0.174 0.0 0.0 0.0
H -1.842 -3.549 -3.139 0.0 0.0 0.0
H -4.757 0.683 -3.117 0.0 0.0 0.0
H -3.228 0.825 -3.991 0.0 0.0 0.0
H -3.350 1.363 -2.294 0.0 0.0 0.0
Se -1.895 -5.750 0.590 0.0 0.0 0.0
Sb 0.153 -4.235 1.190 0.0 0.0 -0.1
Se 1.784 -5.562 2.231 0.0 0.0 0.0
Se -0.727 -2.275 2.387 0.0 0.0 0.0
Se 0.585 -3.192 -1.037 0.0 0.0 0.1
```
Forces are in eV/Å.

The calculation puts the gap between HOMO and LUMO at 5.445 eV. The calculation puts the HOMO energy at -0.4587 Eh. As for the total charge: +2.

Entry 10:
Density functional theory data (ωB97M-V with the def2-TZVPD basis set) for one molecule with the formula C6H10O3.

```
19
Properties=species:S:1:pos:R:3:forces:R:3
C -0.874 -1.194 -0.034 -1.5 0.8 1.2
C -1.982 -1.101 -1.072 0.1 -0.1 0.5
C 2.824 1.125 0.320 0.1 0.3 0.1
C 1.575 1.748 -0.254 0.4 -0.1 0.0
C 0.374 0.889 -0.294 -0.4 -0.5 -0.7
C 0.362 -0.450 -0.351 0.5 0.9 0.5
O -1.268 -0.397 1.241 0.7 -0.5 -1.2
O -2.259 -1.017 2.042 -0.3 -0.8 -0.1
O 1.532 2.903 -0.614 -0.1 -0.1 0.0
H -2.961 -0.353 2.084 0.1 0.1 -0.3
H -0.676 -2.233 0.248 -0.1 0.3 0.1
H -0.560 1.444 -0.317 0.0 -0.1 0.2
H 1.278 -1.019 -0.390 0.2 0.0 0.0
H -1.682 -1.624 -1.973 0.0 -0.1 -0.2
H -2.886 -1.566 -0.687 -0.1 0.0 0.0
H -2.193 -0.065 -1.321 0.0 0.1 0.0
H 2.611 0.672 1.292 0.0 0.0 -0.1
H 3.593 1.886 0.428 0.0 0.0 0.0
H 3.193 0.351 -0.347 0.0 -0.2 -0.1
```
Forces are in eV/Å.

The calculation puts the gap between HOMO and LUMO at 9.962 eV. The calculation puts the HOMO energy at -0.3582 Eh. The SMILES is CC(=O)/C=C/[C@H](C)OO.

Entry 11:
Density functional theory data (ωB97M-V with the def2-TZVPD basis set) for C2F3NO3S2Y as an isolated structure.

```
12
Properties=species:S:1:pos:R:3:forces:R:3
N -0.619 -1.739 0.522 0.2 0.7 -0.1
S 1.058 -2.049 0.076 -0.2 0.8 0.3
S -1.284 -0.418 0.066 0.6 -0.3 0.0
C -1.064 -0.160 -1.825 -0.9 -0.2 -0.2
F 0.142 0.196 -2.237 0.7 0.2 0.1
F -1.405 -1.293 -2.423 0.1 0.1 0.3
F -1.927 0.788 -2.187 0.1 0.0 0.2
O -1.043 2.170 2.499 2.1 -1.0 -2.4
C -0.069 1.762 1.963 -2.9 0.3 2.4
O 1.134 1.558 2.162 0.7 0.2 -0.3
O -0.205 0.858 0.376 0.6 -0.2 0.4
Y 1.998 0.234 0.692 -1.1 -0.7 -0.7
```
Forces are in eV/Å.

The calculation puts the gap between HOMO and LUMO at 6.540 eV. The calculation puts the HOMO energy at -0.4694 Eh. As for the total charge: +1.

Entry 12:
Density functional theory data (ωB97M-V with the def2-TZVPD basis set) for a 2-piece molecular cluster, C4H10N2 overall.

```
16
Properties=species:S:1:pos:R:3:forces:R:3
C -0.030 -1.796 -0.077 0.6 -0.6 1.0
C 0.616 -0.522 -0.426 2.2 1.6 -2.4
C -2.595 0.289 0.546 -1.8 -0.1 3.9
C 1.739 1.587 0.323 0.5 -2.2 -1.1
N -2.513 -0.106 -0.620 -2.9 -0.9 -2.7
N 1.012 0.319 0.438 -0.1 -1.0 0.4
H 0.165 -1.974 1.032 -0.9 0.0 -1.5
H -1.030 -1.681 -0.458 -0.8 -0.1 0.8
H 0.811 -0.431 -1.614 -0.4 0.3 2.3
H -1.661 0.551 1.022 0.2 0.4 0.4
H 0.300 -2.639 -0.693 0.7 0.2 0.2
H -3.561 0.239 1.320 2.2 0.3 -2.2
H 2.798 1.467 0.644 -0.3 -0.6 -1.0
H 1.634 2.019 -0.686 0.2 0.4 0.6
H 1.455 2.113 1.180 -1.3 1.7 0.6
H -3.493 -0.418 -0.976 2.0 0.6 0.6
```
Forces are in eV/Å.

The calculation puts the gap between HOMO and LUMO at 9.983 eV. The calculation puts the HOMO energy at -0.3224 Eh. The SMILES is C/C=N/C.C=N.

| no. | E (a.u.) |
| --- | --- |
| 1 | -234.27362 |
| 2 | -457.68004 |
| 3 | -400.57126 |
| 4 | -3610.33581 |
| 5 | -490.79704 |
| 6 | -268.17060 |
| 7 | -2125.34699 |
| 8 | -591.95078 |
| 9 | -11975.74995 |
| 10 | -460.20258 |
| 11 | -1490.71609 |
| 12 | -267.81272 |